Molecular formula: C12H15F2INO10
Method: DFT, wB97M-V/def2-TZVPD

The geometry in XYZ format:
```
41
Properties=species:S:1:pos:R:3:mulliken_charge:R:1
C 3.538 0.753 -2.171 -1.0715
C 2.282 0.403 -1.416 0.7740
O 2.227 0.265 -0.223 -0.5344
O 1.195 0.258 -2.230 -0.3707
C 0.336 1.429 -2.234 -0.3001
C -0.905 1.272 -1.375 -0.6767
C -2.092 0.594 -2.038 0.3773
N -1.789 -0.775 -2.471 -0.8318
I -1.269 -2.132 -1.037 0.1091
C -3.355 0.788 -1.135 0.2508
O -3.334 0.145 -0.071 -0.6689
O -4.197 1.584 -1.576 -0.7705
H 3.430 1.761 -2.580 0.2471
H 4.396 0.720 -1.499 0.3277
H 3.675 0.057 -3.002 0.3717
H 0.935 2.272 -1.874 0.1000
H 0.069 1.609 -3.279 0.3744
H -1.249 2.284 -1.121 0.3550
H -0.630 0.783 -0.434 0.1772
H -2.312 1.136 -2.969 0.3568
H -2.619 -1.145 -2.920 0.4087
C 0.151 3.505 1.530 -0.3826
C 1.316 4.009 2.360 0.3039
O 2.422 3.793 1.508 -0.3244
C 1.975 3.770 0.220 0.7138
O 2.676 3.804 -0.736 -0.5422
O 0.630 3.733 0.202 -0.2607
F 1.491 3.313 3.509 -0.2946
H -0.003 2.436 1.681 0.2450
H -0.779 4.042 1.686 0.2935
H 1.268 5.071 2.611 0.2662
C -0.891 -5.414 3.264 -0.3998
C -1.567 -4.415 2.343 0.2878
O -0.835 -4.575 1.145 -0.1623
C -0.294 -5.820 1.119 0.5694
O 0.190 -6.343 0.175 -0.4949
O -0.407 -6.395 2.347 -0.3469
F -1.445 -3.150 2.790 -0.2645
H -0.051 -4.939 3.772 0.2756
H -1.559 -5.875 3.987 0.2626
H -2.620 -4.616 2.140 0.2499
```

Results
Gap between HOMO and LUMO ... 6.459 eV
Charge ... -1
Energy ... -1770.9279 Ha
Highest occupied orbital energy ... -3.99 eV
Molecular weight ... 498.149 g mol⁻¹
LUMO level ... 2.471 eV

---

Molecular formula: C4H3NO
Method: DFT, wB97M-V/def2-TZVPD

The geometry in XYZ format:
```
9
Properties=species:S:1:pos:R:3:mulliken_charge:R:1
C 0.574 0.557 0.218 -0.5157
C -0.831 0.934 0.065 -0.6017
C 1.111 -0.617 0.027 0.3937
C -1.868 0.152 -0.011 0.6416
N 1.612 -1.723 0.061 -0.4850
O -2.823 -0.510 -0.109 -0.3738
H 1.242 1.363 0.485 0.3448
H -1.033 1.997 0.026 0.3093
H 2.016 -2.153 -0.762 0.2868
```

Results
Gap between HOMO and LUMO ... 8.532 eV
Charge ... 0
Energy ... -284.1336 Ha
Highest occupied orbital energy ... -7.93 eV
Molecular weight ... 81.074 g mol⁻¹
LUMO level ... 0.602 eV

---

Molecular formula: H2N3O2S
Method: DFT, wB97M-V/def2-TZVPD

The geometry in XYZ format:
```
8
Properties=species:S:1:pos:R:3:mulliken_charge:R:1
N 0.338 0.073 0.078 -0.5326
N -0.036 0.707 1.259 0.4816
O 0.100 2.007 1.447 -0.7629
N -0.671 -0.013 2.130 0.5937
O -1.216 0.427 3.137 -0.6900
S -0.871 -1.625 1.837 -0.6064
H -0.372 0.264 -0.774 0.2521
H 0.146 -0.855 0.336 0.2645
```

Results
Gap between HOMO and LUMO (alpha / beta) ... 7.257 / 7.254 eV
SMILES string ... NN([O-])[N+]([O-])=S
Charge ... -1
Energy ... -713.9930 Ha
Highest occupied orbital energy (alpha / beta) ... -3.31 / -3.30 eV
Molecular weight ... 108.102 g mol⁻¹
LUMO level (alpha / beta) ... 3.950 / 3.950 eV

---

Molecular formula: H35O17
Method: DFT, wB97M-V/def2-TZVPD

The geometry in XYZ format:
```
52
Properties=species:S:1:pos:R:3:mulliken_charge:R:1
O 3.867 1.563 1.157 -0.5882
H 4.512 2.168 1.545 0.2879
H 4.414 1.043 0.569 0.2903
O 1.184 -3.979 1.870 -0.6175
H 1.214 -4.028 0.909 0.2781
H 2.055 -4.326 2.101 0.3118
O -2.379 2.761 -1.861 -0.7026
H -2.425 3.667 -2.202 0.3199
H -1.525 2.943 -1.376 0.3674
O 1.274 2.514 1.859 -0.5716
H 1.111 3.463 1.901 0.2809
H 2.162 2.182 2.058 0.2563
O -0.716 1.607 -0.235 -0.1681
H 0.055 1.831 0.302 0.1290
O -2.148 -1.297 2.902 -0.6789
H -1.239 -1.298 3.240 0.3485
H -2.427 -2.210 2.751 0.2819
O 1.650 -1.977 0.240 -0.5006
H 2.381 -1.616 -0.287 0.2837
H 1.735 -1.602 1.122 0.2326
O 1.385 1.471 -2.377 -0.5863
H 2.064 1.457 -1.699 0.3025
H 1.319 0.555 -2.676 0.2878
O -0.221 -0.659 -1.554 -0.6823
H -2.241 -0.245 -1.417 0.3336
H 0.405 -1.085 -0.938 0.3567
O -1.791 -2.620 -0.588 -0.5867
H -1.830 -3.389 -1.171 0.2880
H -1.253 -2.842 0.168 0.2959
O 3.892 -2.048 -1.599 -0.5762
H 4.532 -2.632 -1.179 0.2981
H 4.000 -2.105 -2.549 0.2728
O -0.582 4.586 -0.750 -0.6149
H 0.065 4.388 -1.434 0.3251
H -1.013 5.400 -1.063 0.2695
O 0.663 -1.760 3.403 -0.6398
H 1.490 -1.291 3.262 0.2628
H 0.876 -2.704 3.261 0.3286
O -3.154 0.645 1.273 -0.5263
H -2.519 1.516 1.406 0.5075
H -2.737 -0.133 1.736 0.4758
O -1.549 -2.995 -3.783 -0.5944
H -0.920 -2.443 -4.266 0.3012
H -1.478 -3.861 -4.217 0.3065
O -3.063 0.231 -1.278 -0.6896
H -3.104 1.179 -1.475 0.4648
H -3.071 0.365 0.283 0.4961
O -1.715 2.466 2.084 -0.6766
H -1.523 3.329 1.667 0.3926
H -0.844 2.081 1.866 0.2809
H -0.273 1.200 -1.012 0.2299
H -0.568 -1.468 -1.949 0.2554
```

Results
Gap between HOMO and LUMO ... 10.698 eV
Charge ... +1
Energy ... -1299.8608 Ha
Highest occupied orbital energy ... -13.50 eV
Molecular weight ... 307.263 g mol⁻¹
LUMO level ... -2.805 eV

---

Molecular formula: C7H12
Method: DFT, wB97M-V/def2-TZVPD

The geometry in XYZ format:
```
19
Properties=species:S:1:pos:R:3:mulliken_charge:R:1
C 1.298 -1.876 -0.082 -1.1739
C 0.682 -0.687 -0.782 -0.1879
C 0.235 0.490 -0.350 0.7925
C 0.347 0.846 1.120 -0.9275
C -0.427 1.561 -1.250 -1.4073
H 0.981 -1.975 1.076 0.2593
H 2.376 -1.815 -0.048 0.3587
H 1.109 -2.877 -0.567 0.3107
H 0.517 -0.997 -1.901 0.1015
H 0.411 2.009 1.093 0.3201
H 1.322 0.235 1.422 0.2547
H -0.622 0.535 1.659 0.2617
H -1.379 1.828 -0.923 0.3215
H -0.367 1.138 -2.337 0.2921
H 0.230 2.373 -1.226 0.4380
C -3.002 -0.120 0.329 -0.4043
C -2.154 -0.916 0.762 -0.5054
H -3.871 0.147 -0.188 0.3802
H -1.269 -1.302 1.139 0.5154
```

Results
Gap between HOMO and LUMO ... 9.864 eV
SMILES string ... CC=C(C)C.C#C
Charge ... 0
Energy ... -273.7553 Ha
Highest occupied orbital energy ... -8.81 eV
Molecular weight ... 96.173 g mol⁻¹
LUMO level ... 1.050 eV

---

Molecular formula: C10H14N3P
Method: DFT, wB97M-V/def2-TZVPD

The geometry in XYZ format:
```
28
Properties=species:S:1:pos:R:3:mulliken_charge:R:1
C 0.158 3.329 -1.264 -0.7274
C -0.729 3.783 -0.226 -0.3162
C 0.399 1.999 -1.364 -0.8799
C -1.241 2.829 0.668 -1.0342
C -0.049 1.003 -0.460 0.4326
C -0.859 1.440 0.536 0.9079
C -0.537 -1.498 -1.001 -0.9453
C 1.613 -2.452 0.539 -0.8875
C 0.476 -0.424 -0.452 -0.1019
C 1.026 -1.001 0.790 -0.2993
N -1.475 0.599 1.539 -0.3040
N 0.194 -2.743 -1.227 -0.3952
N 0.697 -3.345 -0.083 -0.2725
P -0.474 -0.702 2.164 -0.0504
H 0.576 4.241 -1.710 0.3283
H -0.874 4.891 -0.109 0.3082
H 1.193 1.648 -2.029 0.2840
H -1.806 3.184 1.522 0.2780
H -1.561 -1.582 -0.426 0.2778
H -0.763 -1.076 -1.950 0.5090
H 1.940 -2.810 1.477 0.4583
H 2.446 -2.601 -0.143 0.3118
H 1.229 -0.371 -1.208 0.5836
H 1.772 -0.394 1.265 0.5644
H -1.772 1.099 2.357 0.3723
H -0.468 -3.419 -1.684 0.2992
H 0.025 -3.763 0.589 0.3116
H -1.138 -1.866 1.890 -0.0134
```

Results
Gap between HOMO and LUMO (alpha / beta) ... 5.368 / 6.100 eV
Charge ... 0
Energy ... -894.8258 Ha
Highest occupied orbital energy (alpha / beta) ... -4.43 / -8.46 eV
Molecular weight ... 207.217 g mol⁻¹
Multiplicity ... 3
LUMO level (alpha / beta) ... 0.943 / -2.357 eV